The following is a quantum chemistry calculation of a cluster of 2 separate species, C5H16N2O in total in a non-equilibrium geometry, from the OMol25 dataset.

Geometry as XYZ:
```
24
Properties=species:S:1:pos:R:3
O 0.74 3.05 4.30
N 0.77 -1.16 -0.89
N 2.26 2.10 -1.04
C -1.70 -1.14 -0.35
C -2.73 -2.09 0.18
C 0.77 0.31 -0.76
C 1.99 0.73 -1.52
C -0.29 -1.82 -0.08
H 0.95 3.75 3.55
H -1.77 -0.15 0.12
H -2.33 -3.07 0.28
H -1.91 -0.85 -1.33
H -3.63 -2.32 -0.44
H 2.73 2.14 -0.10
H 1.48 2.69 -0.92
H 0.83 0.57 0.25
H -2.74 -1.55 1.16
H 0.66 -1.45 -1.82
H -0.32 -2.87 -0.32
H -0.09 0.77 -1.34
H -0.16 3.09 4.26
H 2.83 0.04 -1.58
H -0.06 -1.57 1.00
H 1.72 0.79 -2.59
```

Output
SMILES string: CCCNCCN.O
Gap between HOMO and LUMO: 8.94 eV
Max |F|: 0.105 Eh/bohr
E_HOMO: -0.3103 hartree

---

The following is a quantum chemistry calculation of a structure of composition C27H19MnN5S in a non-equilibrium geometry, from the OMol25 dataset.

Geometry as XYZ:
```
53
Properties=species:S:1:pos:R:3
Mn 0.07 0.74 -0.09
S -0.23 0.21 1.92
N -1.34 0.54 -1.15
N -0.96 -8.56 -1.08
N -0.59 2.09 3.83
N -0.37 -0.14 4.47
N 1.32 -0.07 -1.09
C -0.39 0.78 3.54
C 2.01 -2.18 -1.58
C -1.40 -5.26 -0.09
C -0.46 -5.35 -2.32
C 1.05 3.60 -0.62
C -1.32 -3.89 -0.11
C -3.42 0.14 -1.91
C 3.02 5.02 -0.49
C -0.98 -7.42 -1.14
C 0.52 2.38 -0.35
C -2.47 1.11 -1.64
C 1.08 5.74 -1.77
C 0.41 4.59 -1.42
C 3.08 -1.30 -1.77
C 0.89 -1.40 -1.20
C -0.56 0.20 5.73
C -0.95 -6.00 -1.19
C 2.39 5.95 -1.32
C -1.53 -0.86 -1.17
C -0.47 -1.79 -1.14
C 2.38 3.86 -0.14
C 2.62 -0.02 -1.47
C -2.85 -1.10 -1.59
C -0.74 -3.24 -1.20
C -0.33 -3.98 -2.32
C -0.80 2.47 5.10
C -0.80 1.53 6.11
H 0.05 -3.47 -3.19
H -0.96 3.52 5.30
H 0.60 6.47 -2.40
H -1.80 -5.77 0.78
H -0.52 -0.61 6.45
H -3.31 -2.06 -1.70
H -2.55 2.17 -1.78
H 2.91 6.85 -1.61
H 2.03 -3.24 -1.72
H -0.59 2.79 3.08
H -4.41 0.30 -2.31
H -0.97 1.81 7.13
H 4.08 -1.56 -2.07
H -0.60 4.40 -1.75
H -0.16 -5.92 -3.19
H -1.65 -3.32 0.75
H 3.16 0.90 -1.49
H 4.01 5.21 -0.12
H 2.84 3.11 0.48
```

Output
Gap between HOMO and LUMO (spin up / spin down): 4.47 / 4.47 eV
Max |F|: 0.048 Eh/bohr
Charge: +3
E_HOMO (spin up / spin down): -0.6010 / -0.6010 hartree

---

The following is a quantum chemistry calculation of a cluster of 5 separate species, H10O5 in total in a non-equilibrium geometry, from the OMol25 dataset.

Geometry as XYZ:
```
15
Properties=species:S:1:pos:R:3
O -1.17 -2.82 -0.15
O 0.74 1.97 1.20
O -1.85 0.56 0.77
O 0.66 -0.82 0.46
O 1.51 0.12 -2.16
H 0.40 0.08 0.68
H -1.95 -3.03 0.38
H 0.82 2.04 2.14
H 1.80 1.04 -2.22
H 1.36 -0.70 -0.19
H -1.73 0.15 -0.06
H -0.58 -2.18 0.25
H 0.03 2.56 1.05
H 2.08 -0.41 -2.63
H -2.13 1.43 0.50
```

Output
SMILES string: O.O.O.O.O
Gap between HOMO and LUMO: 10.62 eV
Max |F|: 0.064 Eh/bohr
E_HOMO: -0.3782 hartree

---

The following is a quantum chemistry calculation of a structure of composition C24H6AuCl5F4N6O, from the OMol25 dataset.

Geometry as XYZ:
```
47
Properties=species:S:1:pos:R:3
Au 1.32 0.19 -0.21
Cl -1.13 2.25 5.37
Cl -0.89 4.21 2.96
Cl 0.95 -1.72 2.34
Cl -0.23 -0.72 5.07
Cl 0.29 3.18 0.23
F -4.32 -2.56 -6.49
F -0.29 -2.46 -2.87
F -0.54 -4.56 -4.42
F -4.06 -0.46 -4.93
O 5.95 3.61 2.68
N -0.52 -0.21 -0.94
N 3.12 0.58 0.58
N -3.30 1.97 -3.23
N 4.75 4.55 0.99
N -4.37 -5.04 -8.21
N -1.06 -6.85 -6.28
C -2.58 -4.77 -6.37
C -3.20 -1.46 -4.82
C 3.96 -0.45 0.81
C 5.63 1.06 1.58
C -3.34 -2.54 -5.62
C 0.56 0.84 1.55
C -0.48 1.71 3.90
C -0.07 0.37 3.77
C 4.77 2.12 1.31
C -1.29 -2.50 -3.75
C -1.71 -5.91 -6.31
C -2.03 -0.27 -3.00
C -3.59 -4.88 -7.38
C -0.37 2.60 2.82
C -2.45 -3.68 -5.55
C -1.41 -3.58 -4.55
C -1.14 -0.22 -1.93
C 3.52 1.85 0.81
C -2.78 0.95 -3.13
C 0.17 2.16 1.61
C 5.23 -0.23 1.30
C -2.17 -1.38 -3.83
C 5.22 3.51 1.72
C 0.47 -0.08 2.57
H 4.31 4.43 0.10
H 6.60 1.28 2.01
H 5.88 -1.08 1.49
H 5.06 5.47 1.25
H 2.78 2.62 0.64
H 3.59 -1.45 0.62
```

Output
Gap between HOMO and LUMO (spin up / spin down): 5.81 / 5.81 eV
Max |F|: 0.015 Eh/bohr
Charge: +2
E_HOMO (spin up / spin down): -0.5409 / -0.5409 hartree

---

The following is a quantum chemistry calculation of the ion C2H3N4O with charge -1 in a non-equilibrium geometry, from the OMol25 dataset.

Geometry as XYZ:
```
10
Properties=species:S:1:pos:R:3
O -0.24 -0.20 2.85
N 0.67 0.23 1.68
N -0.73 1.29 0.09
N -0.04 0.12 0.48
N -0.94 1.19 -1.20
C -0.37 0.08 -1.69
C 0.13 -0.61 -0.59
H 1.44 -0.49 1.65
H 0.60 -1.52 -0.49
H -0.50 -0.10 -2.79
```

Output
SMILES string: [O-]Nn1ccnn1
Gap between HOMO and LUMO: 6.69 eV
Max |F|: 0.074 Eh/bohr
Charge: -1
E_HOMO: -0.0992 hartree

---

The following is a quantum chemistry calculation of an isolated molecule of C5H7N, from the OMol25 dataset.

Geometry as XYZ:
```
13
Properties=species:S:1:pos:R:3
N 1.10 -0.02 -0.74
C -0.94 -0.53 -0.10
C 1.42 -0.18 0.69
C -1.06 0.95 0.24
C -0.28 0.53 -0.94
C 0.48 -1.11 0.06
H 1.06 0.50 1.45
H -0.61 1.42 1.12
H -0.55 0.80 -1.95
H 0.71 -2.14 -0.18
H -1.77 -1.15 -0.42
H 2.45 -0.49 0.81
H -2.00 1.43 -0.03
```

Output
SMILES string: C1[C@H]2[C@@H]1N1C[C@@H]21
Gap between HOMO and LUMO: 9.96 eV
Max |F|: 0.009 Eh/bohr
E_HOMO: -0.3210 hartree

---

The following is a quantum chemistry calculation of a structure of composition C18H19F6NO4PtS5, from the OMol25 dataset.

Geometry as XYZ:
```
54
Properties=species:S:1:pos:R:3
Pt 0.14 0.42 0.11
S -0.31 3.14 -0.23
S -3.00 0.69 -0.80
S 2.50 1.16 -0.21
S -1.23 0.90 -2.90
S 0.36 1.32 2.44
F 0.13 0.18 -4.97
F 0.17 -1.27 -3.36
F -5.15 -0.25 -1.94
F -1.61 -1.06 -4.59
F -5.28 0.01 0.20
F -4.15 -1.64 -0.62
O -0.02 1.25 -2.07
O -2.28 0.30 0.42
O -1.72 1.98 -3.68
O -3.39 2.05 -0.91
N -2.23 0.06 -2.04
C -0.60 -0.41 -4.05
C -0.72 -2.70 -0.82
C 1.37 -4.07 1.91
C 2.12 1.80 2.55
C -0.60 -5.10 -1.07
C 0.60 -3.98 0.74
C -4.52 -0.38 -0.80
C -0.53 2.89 2.48
C 1.65 -2.91 2.63
C 0.50 -1.52 0.98
C -1.09 -3.88 -1.49
C 0.14 -2.71 0.28
C 2.50 2.97 -0.49
C -0.12 3.87 1.40
C 1.23 3.57 -1.07
C 3.04 1.14 1.52
C 0.23 -5.16 0.05
C 1.22 -1.68 2.17
H 2.17 2.88 2.49
H 1.71 -5.04 2.25
H 1.06 3.27 -2.10
H -0.79 4.73 1.44
H -0.88 -6.02 -1.58
H 3.32 3.17 -1.19
H 2.77 3.45 0.45
H 1.45 -0.83 2.80
H 0.90 4.25 1.52
H 0.61 -6.11 0.40
H 3.22 0.09 1.75
H 2.45 1.52 3.55
H -1.75 -3.82 -2.34
H 1.30 4.66 -1.05
H 4.01 1.64 1.56
H -0.40 3.33 3.47
H -1.14 -1.77 -1.16
H -1.57 2.59 2.37
H 2.21 -2.98 3.56
```

Output
Gap between HOMO and LUMO (spin up / spin down): 7.90 / 5.90 eV
Multiplicity: 5
Max |F|: 0.013 Eh/bohr
Charge: +2
E_HOMO (spin up / spin down): -0.5274 / -0.5816 hartree

---

The following is a quantum chemistry calculation of a structure of composition C25H33MnN3O3, from the OMol25 dataset.

Geometry as XYZ:
```
65
Properties=species:S:1:pos:R:3
Mn 0.22 0.78 0.24
O 0.21 3.90 -0.04
O 0.81 1.36 -1.68
O -0.92 2.18 0.81
N 1.99 3.03 -2.61
N 1.02 -1.17 0.29
N -1.47 -0.52 -0.05
C 1.93 1.72 0.85
C -4.55 0.84 -1.56
C -0.79 3.45 0.49
C -2.81 -0.01 -0.19
C 0.20 -2.14 0.15
C 4.54 -1.78 -0.65
C 2.43 -1.42 0.39
C -3.55 0.23 0.97
C 5.15 -1.80 0.59
C -1.96 4.30 0.89
C 2.64 2.22 -0.40
C 2.19 -1.28 2.91
C 3.01 -1.44 1.66
C -2.98 -0.08 2.33
C -2.28 -2.85 -0.05
C -4.82 0.78 0.82
C -5.32 1.08 -0.43
C -2.43 0.02 -2.67
C 1.73 2.21 -1.60
C 2.50 -1.60 -2.13
C 3.17 -1.59 -0.78
C -1.25 -1.77 0.01
C -3.28 0.29 -1.46
C 4.39 -1.64 1.74
C 0.58 -3.58 0.12
H -2.88 3.84 0.53
H 2.65 3.78 -2.50
H -2.20 -3.50 0.82
H 3.06 3.21 -0.26
H -2.01 4.35 1.97
H -3.28 -2.42 -0.09
H -2.94 0.36 -3.58
H -2.11 -3.47 -0.93
H -6.30 1.51 -0.53
H 2.80 -0.91 3.73
H -1.47 0.54 -2.61
H -2.21 -1.04 -2.79
H 1.36 -0.57 2.77
H -1.85 5.30 0.48
H 1.66 -3.71 0.17
H -2.76 -1.14 2.45
H 1.35 3.06 -3.39
H 1.85 -2.47 -2.24
H 1.75 -2.23 3.22
H -2.05 0.48 2.49
H 3.47 1.55 -0.67
H 5.14 -1.91 -1.55
H 1.60 2.54 1.48
H -4.94 1.08 -2.54
H 2.54 1.01 1.42
H 4.86 -1.65 2.71
H 0.20 -4.06 -0.78
H -5.41 0.97 1.71
H 3.25 -1.65 -2.92
H 6.22 -1.95 0.67
H -3.68 0.20 3.11
H 1.89 -0.71 -2.28
H 0.13 -4.10 0.97
```

Output
Gap between HOMO and LUMO (spin up / spin down): 7.76 / 7.64 eV
Multiplicity: 5
Max |F|: 0.007 Eh/bohr
Charge: +1
E_HOMO (spin up / spin down): -0.4220 / -0.4271 hartree

---

The following is a quantum chemistry calculation of a structure of composition C18H38HoNO2P2 in a non-equilibrium geometry, from the OMol25 dataset.

Geometry as XYZ:
```
62
Properties=species:S:1:pos:R:3
Ho 0.74 0.21 1.57
P -0.62 -2.45 -0.95
P 0.49 2.93 0.90
O -1.19 -0.85 1.00
O 2.94 -2.61 2.07
N 1.85 0.65 -0.21
C 2.28 -1.66 1.99
C -0.14 5.59 0.25
C -1.91 -1.67 0.11
C -1.31 -2.84 -2.58
C 1.00 -1.59 -1.11
C 1.39 2.34 3.47
C -0.47 4.07 3.33
C -2.51 -3.80 -2.50
C 2.61 1.85 -0.64
C -0.16 -3.97 0.00
C 0.55 -5.03 -0.85
C -1.32 -4.55 0.80
C -0.51 4.13 -0.04
C 0.78 3.51 2.66
C -2.01 3.84 0.12
C 1.10 -0.05 -1.28
C -0.27 -3.31 -3.61
C 2.20 3.09 0.16
H 0.62 1.58 3.74
H 1.60 0.15 -2.25
H -2.20 -4.84 -2.32
H 2.44 2.01 -1.73
H -2.25 2.81 -0.16
H 0.08 0.39 -1.38
H -2.36 4.01 1.15
H -1.69 -1.85 -2.92
H -0.64 5.98 1.14
H 1.53 4.31 2.55
H 0.95 5.75 0.35
H 3.69 1.66 -0.51
H 1.47 -2.03 -2.01
H -3.24 -3.51 -1.74
H 0.97 -5.78 -0.17
H -0.66 5.12 3.06
H -0.34 4.04 4.42
H -2.74 -2.41 0.37
H 0.52 -2.57 -3.77
H -1.38 3.49 3.10
H -0.79 -3.45 -4.58
H 1.78 2.73 4.42
H 2.25 1.85 2.98
H -0.23 3.91 -1.08
H 2.92 3.28 0.97
H -0.15 -5.56 -1.51
H -1.73 -3.83 1.51
H -3.02 -3.78 -3.47
H 1.38 -4.63 -1.45
H -2.79 -1.25 -0.42
H 0.18 -4.27 -3.33
H 0.58 -3.57 0.72
H -0.94 -5.41 1.38
H 1.65 -1.91 -0.27
H -0.47 6.20 -0.60
H -2.13 -4.92 0.16
H -2.58 4.50 -0.54
H 2.20 3.98 -0.49
```

Output
Gap between HOMO and LUMO (spin up / spin down): 6.99 / 7.08 eV
Multiplicity: 5
Max |F|: 0.113 Eh/bohr
Charge: +2
E_HOMO (spin up / spin down): -0.5210 / -0.5228 hartree

---

The following is a quantum chemistry calculation of a structure of composition C14H30AuN3OSSi2, from the OMol25 dataset.

Geometry as XYZ:
```
52
Properties=species:S:1:pos:R:3
Au 1.04 0.35 -0.83
S 2.70 -1.32 -0.37
Si -1.85 1.25 -1.71
Si -1.55 -1.87 -0.41
O 2.39 0.85 -2.65
N 4.83 -0.45 0.93
N 0.28 0.97 1.12
N 2.99 -0.85 2.25
C -0.90 2.85 -1.53
C -1.94 0.86 1.93
C -1.00 0.62 0.94
C -0.19 1.86 3.24
C -3.64 1.53 -1.30
C -1.53 1.49 3.09
C -1.61 0.53 -3.41
C 5.73 -0.19 2.06
C 0.70 1.59 2.23
C -1.17 0.01 -0.40
C -0.75 -2.61 1.11
C 3.58 -0.80 1.06
C -3.40 -2.07 -0.33
C -0.84 -2.63 -1.96
H -1.00 -3.67 1.20
H 5.38 0.67 2.64
H -4.02 2.28 -2.00
H -1.09 -2.12 2.03
H -1.25 3.59 -2.25
H -3.60 -3.14 -0.30
H -2.24 1.70 3.87
H 0.15 2.37 4.14
H 5.81 -1.07 2.70
H -1.46 -2.41 -2.83
H 2.06 -1.25 2.31
H -3.90 -1.67 -1.21
H -1.81 1.30 -4.17
H 2.17 1.58 -3.25
H -2.98 0.58 1.78
H -3.84 -1.62 0.56
H -4.26 0.64 -1.40
H 0.18 2.76 -1.69
H -0.80 -3.71 -1.85
H -0.60 0.17 -3.58
H 0.17 -2.28 -2.18
H 6.72 0.04 1.66
H -2.30 -0.30 -3.61
H 2.69 0.13 -3.21
H 1.74 1.86 2.28
H -3.77 1.93 -0.29
H -1.03 3.29 -0.53
H 0.34 -2.54 1.05
H 5.20 -0.42 -0.01
H 3.49 -0.66 3.10
```

Output
Gap between HOMO and LUMO (spin up / spin down): 8.71 / 5.92 eV
Multiplicity: 3
Max |F|: 0.011 Eh/bohr
Charge: +2
E_HOMO (spin up / spin down): -0.5356 / -0.5579 hartree

---

The following is a quantum chemistry calculation of a structure of composition C26H21N5O4RuS2 in a non-equilibrium geometry, from the OMol25 dataset.

Geometry as XYZ:
```
59
Properties=species:S:1:pos:R:3
Ru 0.26 -0.81 -1.29
S 2.34 -0.20 -1.81
S -0.13 -1.27 -3.54
O -3.50 -1.95 -0.01
O -1.36 -1.94 -0.68
O 0.59 1.92 -2.64
O -0.64 3.79 -2.79
N 1.35 -0.69 -6.87
N 0.61 -0.57 0.79
N -1.45 0.64 -1.27
N 4.54 0.66 -4.65
N 1.18 -2.55 -0.84
C -1.11 2.28 3.37
C 1.59 -2.66 0.46
C 1.36 -0.68 -5.72
C -0.99 0.01 2.53
C 0.47 1.74 1.62
C 3.57 0.26 -4.18
C -1.54 0.96 3.38
C -2.49 -1.41 -0.44
C 2.96 2.04 1.43
C 2.16 -3.92 0.67
C -2.53 0.08 -0.72
C 2.38 -0.22 -3.56
C -1.28 -2.18 3.79
C -3.76 2.13 -0.74
C -2.67 2.71 -1.38
C 1.45 -3.70 -1.46
C -1.56 1.93 -1.64
C -3.69 0.79 -0.44
C 1.32 -0.67 -4.28
C 1.60 2.18 0.73
C -0.41 2.52 -2.40
C -1.59 -1.38 2.52
C 2.07 -4.58 -0.56
C 1.26 -1.57 1.30
C -0.11 2.65 2.48
C 0.05 0.40 1.67
H 1.43 3.23 0.44
H 0.22 3.69 2.45
H -2.69 3.74 -1.69
H -4.64 2.71 -0.52
H -1.82 -3.13 3.78
H -1.57 -1.63 4.69
H -1.26 -1.93 1.65
H 0.14 4.06 -3.30
H 3.13 1.00 1.71
H 1.51 -1.58 2.36
H 2.55 -4.30 1.60
H -2.35 0.66 4.05
H -4.51 0.24 0.01
H 3.01 2.65 2.33
H 2.41 -5.58 -0.79
H -1.56 3.01 4.03
H 1.22 -3.83 -2.50
H -0.22 -2.41 3.87
H 3.77 2.34 0.76
H 1.63 1.59 -0.18
H -2.67 -1.28 2.42
```

Output
Gap between HOMO and LUMO (spin up / spin down): 6.23 / 6.46 eV
Multiplicity: 2
Max |F|: 0.023 Eh/bohr
Charge: -1
E_HOMO (spin up / spin down): -0.1591 / -0.1709 hartree

---

> max |F| of number 6 (C5H7N)?

0.009 Eh/bohr